No. 1
Below is a structure of composition C16H28F4N6RuS at a distorted geometry, with properties calculated with wB97M-V/def2-TZVPD.

Computed properties:
Net charge   +4
Orbital gap (alpha / beta)   5.222 / 5.221 eV
HOMO energy (alpha / beta)   -0.7484 / -0.7484 Eh

CARTESIAN COORDINATES (ANGSTROEM)
Ru (-0.44, -0.17, 0.78)
C (-0.85, -2.79, 1.40)
N (-0.02, -2.23, 0.33)
C (1.37, -2.64, 0.48)
C (-0.53, -2.52, -1.02)
C (-1.74, -1.64, -1.35)
N (-1.39, -0.28, -1.01)
C (-1.73, 0.82, -1.70)
C (-1.18, 2.07, -1.30)
F (-0.41, 2.05, -0.14)
C (-1.40, 3.26, -1.97)
F (-0.83, 4.36, -1.51)
C (-2.22, 3.29, -3.10)
C (-2.83, 2.11, -3.50)
F (-3.64, 2.11, -4.52)
C (-2.60, 0.90, -2.83)
F (-3.23, -0.19, -3.23)
H (-0.59, -3.85, 1.58)
H (-1.91, -2.75, 1.14)
H (-0.66, -2.26, 2.35)
H (1.48, -3.71, 0.30)
H (1.72, -2.44, 1.49)
H (2.01, -2.13, -0.24)
H (-0.78, -3.58, -1.12)
H (0.26, -2.30, -1.75)
H (-2.63, -1.94, -0.78)
H (-1.99, -1.77, -2.41)
H (-2.40, 4.22, -3.64)
N (-6.11, 0.23, 3.28)
C (-4.93, 0.91, 2.69)
C (-3.74, -0.06, 2.42)
N (-2.52, 0.67, 2.00)
H (-6.89, 0.90, 3.39)
H (-5.93, -0.16, 4.22)
H (-6.47, -0.54, 2.69)
H (-4.62, 1.70, 3.38)
H (-5.24, 1.37, 1.76)
H (-4.02, -0.75, 1.63)
H (-3.50, -0.63, 3.32)
H (-2.13, 1.14, 2.82)
H (-2.80, 1.41, 1.35)
S (1.53, 0.51, 1.96)
C (2.39, 1.98, 1.58)
N (1.87, 3.16, 1.87)
C (2.58, 4.41, 1.64)
C (3.60, 4.25, 0.52)
C (4.44, 3.00, 0.73)
N (3.60, 1.86, 1.06)
H (0.98, 3.22, 2.33)
H (3.08, 4.71, 2.57)
H (1.85, 5.19, 1.39)
H (4.25, 5.13, 0.48)
H (3.09, 4.19, -0.44)
H (5.17, 3.16, 1.54)
H (5.03, 2.76, -0.16)
H (4.01, 0.95, 0.94)



No. 2
Below is a structure of composition C16H28F6N4O4S5Ta at a distorted geometry, with properties calculated with wB97M-V/def2-TZVPD.

Computed properties:
Net charge   +3
Orbital gap   6.293 eV
HOMO energy   -0.6409 Eh

CARTESIAN COORDINATES (ANGSTROEM)
Ta (-0.49, 1.08, 0.31)
C (-0.28, -1.30, -3.25)
C (-0.33, 0.10, -3.83)
S (-0.09, 1.48, -2.61)
C (-1.57, 2.53, -2.91)
C (-2.92, 1.86, -2.92)
S (-3.36, 1.02, -1.34)
C (-4.00, -0.59, -1.93)
C (-3.02, -1.47, -2.69)
S (-1.40, -1.61, -1.84)
H (0.71, -1.55, -2.87)
H (-0.53, -2.03, -4.03)
H (-1.26, 0.28, -4.36)
H (0.49, 0.20, -4.55)
H (-1.41, 3.02, -3.87)
H (-1.49, 3.29, -2.13)
H (-3.04, 1.15, -3.74)
H (-3.68, 2.64, -3.05)
H (-4.87, -0.37, -2.55)
H (-4.34, -1.09, -1.03)
H (-2.85, -1.10, -3.70)
H (-3.44, -2.48, -2.75)
F (1.17, 2.02, 5.15)
C (1.83, 1.45, 4.18)
F (3.07, 1.84, 4.12)
F (1.77, 0.12, 4.30)
S (0.97, 1.75, 2.54)
O (-0.36, 1.22, 2.69)
O (1.65, 1.00, 1.50)
N (1.02, 3.26, 2.16)
S (1.19, 3.64, 0.65)
O (0.20, 2.79, -0.11)
O (1.15, 4.99, 0.34)
C (2.76, 2.85, -0.06)
F (2.33, 1.72, -0.73)
F (3.29, 3.63, -0.96)
F (3.63, 2.49, 0.85)
C (3.53, -2.24, 1.04)
C (3.15, -1.60, -0.29)
N (1.74, -1.25, -0.26)
C (0.88, -1.57, 0.72)
N (-0.31, -0.87, 0.78)
C (-1.36, -1.62, 1.51)
C (-0.82, -2.07, 2.86)
C (0.33, -3.02, 2.63)
N (1.17, -2.58, 1.53)
C (2.45, -3.27, 1.37)
H (3.56, -1.47, 1.82)
H (4.51, -2.70, 0.98)
H (3.32, -2.30, -1.12)
H (3.74, -0.70, -0.48)
H (1.46, -0.54, -0.92)
H (-1.64, -2.49, 0.90)
H (-2.22, -0.97, 1.63)
H (-1.61, -2.58, 3.43)
H (-0.51, -1.19, 3.42)
H (-0.04, -4.03, 2.38)
H (0.94, -3.10, 3.53)
H (2.38, -3.99, 0.55)
H (2.68, -3.81, 2.29)
C (-2.26, 2.35, 1.07)
H (-2.67, 3.01, 0.31)
H (-1.84, 2.98, 1.85)
H (-3.07, 1.79, 1.52)



No. 3
Below is a structure of composition C16H28FHoO4PS6Sb at a distorted geometry, with properties calculated with wB97M-V/def2-TZVPD.

Computed properties:
Spin multiplicity   5
Net charge   -2
Orbital gap (alpha / beta)   5.623 / 5.625 eV
Expectation value of S²   6.005
HOMO energy (alpha / beta)   -0.0564 / -0.0565 Eh

CARTESIAN COORDINATES (ANGSTROEM)
Ho (-13.01, 8.44, 4.73)
C (-16.36, 8.27, 5.34)
O (-15.01, 7.95, 5.72)
C (-15.05, 7.18, 6.94)
C (-13.67, 7.16, 7.56)
O (-12.66, 7.08, 6.56)
C (-11.43, 6.65, 7.12)
H (-17.01, 7.41, 5.60)
H (-16.35, 8.47, 4.23)
H (-16.70, 9.20, 5.85)
H (-15.40, 6.16, 6.69)
H (-15.75, 7.65, 7.65)
H (-13.58, 6.31, 8.26)
H (-13.51, 8.12, 8.14)
H (-11.62, 5.76, 7.72)
H (-11.02, 7.46, 7.73)
H (-10.77, 6.49, 6.27)
S (-16.72, 9.19, 1.90)
Sb (-14.59, 8.32, 1.63)
S (-13.02, 9.93, 2.47)
S (-14.19, 6.51, 3.09)
S (-13.94, 7.53, -0.42)
F (-7.29, 5.53, 3.30)
C (-8.47, 6.20, 3.48)
C (-9.69, 5.51, 3.40)
C (-10.89, 6.17, 3.72)
C (-10.84, 7.51, 4.06)
C (-9.67, 8.24, 4.04)
C (-8.47, 7.58, 3.74)
H (-9.73, 4.48, 3.11)
H (-11.84, 5.65, 3.67)
H (-9.67, 9.31, 4.24)
H (-7.55, 8.11, 3.72)
C (-12.81, 14.37, 8.63)
C (-12.21, 13.08, 9.13)
C (-10.89, 12.71, 8.49)
O (-13.19, 11.99, 8.96)
P (-13.87, 11.38, 7.62)
S (-15.44, 10.43, 8.28)
S (-12.42, 10.48, 6.57)
O (-14.26, 12.69, 6.78)
C (-14.70, 12.76, 5.38)
C (-13.51, 13.06, 4.47)
C (-15.49, 11.56, 4.92)
H (-12.17, 15.23, 8.94)
H (-13.80, 14.52, 9.08)
H (-12.90, 14.39, 7.56)
H (-12.07, 13.13, 10.22)
H (-10.98, 12.66, 7.40)
H (-10.54, 11.72, 8.86)
H (-10.15, 13.48, 8.80)
H (-15.37, 13.64, 5.40)
H (-12.83, 12.20, 4.46)
H (-12.98, 13.99, 4.75)
H (-13.95, 13.20, 3.48)
H (-14.76, 10.81, 4.55)
H (-16.10, 11.86, 4.08)
H (-16.14, 11.15, 5.70)



No. 4
Below is a cluster of 4 separate species, C16H28N4 in total at a distorted geometry, with properties calculated with wB97M-V/def2-TZVPD.

Computed properties:
Net charge   0
Orbital gap   12.062 eV
HOMO energy   -0.4120 Eh

CARTESIAN COORDINATES (ANGSTROEM)
C (-12.11, -6.65, 2.60)
C (-11.10, -5.63, 3.25)
C (-9.78, -5.81, 2.61)
C (-8.71, -4.95, 3.12)
N (-7.90, -4.20, 3.52)
H (-12.11, -6.55, 1.52)
H (-13.14, -6.50, 2.94)
H (-11.78, -7.65, 2.88)
H (-11.09, -5.92, 4.30)
H (-11.43, -4.59, 3.29)
H (-9.92, -5.42, 1.60)
H (-9.52, -6.86, 2.56)
C (4.88, 10.05, -0.34)
C (5.04, 8.57, -0.95)
C (3.62, 7.94, -0.87)
C (2.62, 8.41, -1.80)
N (1.80, 8.72, -2.56)
H (4.05, 10.64, -0.74)
H (5.81, 10.63, -0.33)
H (4.64, 9.83, 0.70)
H (5.85, 8.09, -0.40)
H (5.41, 8.58, -1.97)
H (3.20, 8.17, 0.11)
H (3.68, 6.88, -1.11)
C (7.39, -4.40, -5.05)
C (7.18, -4.42, -3.52)
C (6.46, -3.18, -2.91)
C (4.99, -3.15, -3.04)
N (3.86, -3.19, -3.21)
H (6.54, -3.95, -5.55)
H (7.64, -5.43, -5.34)
H (8.28, -3.82, -5.29)
H (8.13, -4.64, -3.04)
H (6.59, -5.29, -3.22)
H (6.82, -2.28, -3.40)
H (6.58, -2.87, -1.87)
C (-0.92, 0.89, 0.57)
C (-0.89, 1.25, 2.09)
C (0.23, 0.45, 2.82)
C (1.51, 0.94, 2.37)
N (2.51, 1.43, 1.95)
H (-0.14, 1.37, -0.01)
H (-1.81, 1.30, 0.09)
H (-0.85, -0.19, 0.42)
H (-1.84, 1.06, 2.58)
H (-0.71, 2.32, 2.12)
H (0.24, -0.62, 2.60)
H (0.19, 0.62, 3.89)



No. 5
Below is the molecule C16H28O3 at a distorted geometry, with properties calculated with wB97M-V/def2-TZVPD.

Computed properties:
Net charge   0
Orbital gap   10.307 eV
HOMO energy   -0.3547 Eh

CARTESIAN COORDINATES (ANGSTROEM)
C (0.18, -0.10, -3.02)
C (-0.97, -0.47, -2.02)
C (-2.26, 0.10, -2.66)
C (-1.06, -1.99, -1.84)
O (-1.14, -2.64, -3.10)
C (0.08, -2.68, -1.04)
C (0.32, -2.07, 0.36)
C (0.43, -0.53, 0.28)
C (1.87, -0.25, -0.22)
C (0.18, -0.01, 1.71)
C (0.95, -0.47, 2.93)
C (0.37, 0.45, 4.00)
O (-0.10, 1.65, 3.36)
C (0.19, 1.50, 1.96)
C (1.59, 2.15, 1.83)
C (-0.84, 2.13, 1.05)
C (-0.84, 1.66, -0.40)
O (0.18, 2.36, -1.12)
C (-0.75, 0.10, -0.56)
H (0.27, 0.99, -3.17)
H (1.16, -0.46, -2.68)
H (0.00, -0.55, -4.00)
H (-2.49, -0.43, -3.60)
H (-3.10, 0.02, -1.97)
H (-2.14, 1.18, -2.93)
H (-1.98, -2.24, -1.31)
H (-1.85, -2.29, -3.67)
H (-0.15, -3.73, -0.94)
H (0.96, -2.64, -1.69)
H (1.22, -2.50, 0.80)
H (-0.48, -2.36, 1.07)
H (2.60, -0.14, 0.62)
H (2.22, -1.05, -0.85)
H (1.96, 0.68, -0.79)
H (-0.85, -0.35, 1.96)
H (2.02, -0.33, 2.82)
H (0.79, -1.52, 3.14)
H (1.14, 0.72, 4.76)
H (-0.41, -0.13, 4.48)
H (2.00, 2.16, 0.82)
H (1.46, 3.19, 2.13)
H (2.35, 1.76, 2.52)
H (-1.83, 1.88, 1.45)
H (-0.78, 3.25, 1.02)
H (-1.82, 1.98, -0.81)
H (1.03, 2.22, -0.67)
H (-1.65, -0.24, -0.03)



No. 6
Below is the molecule C16H28O6 at a distorted geometry, with properties calculated with wB97M-V/def2-TZVPD.

Computed properties:
Net charge   0
Orbital gap   9.948 eV
HOMO energy   -0.3481 Eh

CARTESIAN COORDINATES (ANGSTROEM)
C (1.15, 5.24, -5.42)
C (0.74, 4.55, -4.14)
C (1.26, 3.04, -4.07)
C (0.98, 2.49, -2.66)
C (0.99, 0.87, -2.77)
C (1.65, 0.28, -1.47)
O (2.73, -0.61, -1.73)
C (0.68, -0.63, -0.79)
C (0.76, -0.82, 0.62)
C (-0.21, -1.68, 1.23)
O (0.01, -2.96, 0.60)
C (-0.77, -3.89, 1.26)
O (-0.65, -5.12, 0.48)
C (-0.33, -4.07, 2.71)
C (0.46, -2.87, 3.32)
O (0.55, -3.02, 4.72)
C (-0.11, -1.57, 2.82)
C (-1.48, -1.21, 3.42)
C (-1.91, 0.14, 2.92)
C (-3.31, 0.55, 3.38)
O (-3.93, -0.22, 4.11)
O (-3.77, 1.79, 3.01)
H (2.23, 4.94, -5.63)
H (0.37, 5.06, -6.22)
H (1.07, 6.29, -5.18)
H (-0.35, 4.62, -4.06)
H (1.06, 5.14, -3.27)
H (0.75, 2.38, -4.72)
H (2.29, 3.04, -4.35)
H (1.75, 2.87, -1.87)
H (0.07, 3.00, -2.35)
H (1.64, 0.64, -3.64)
H (0.12, 0.44, -3.02)
H (2.24, 1.04, -0.83)
H (2.51, -1.50, -1.36)
H (-0.10, -1.13, -1.27)
H (1.52, -0.26, 1.10)
H (-1.12, -1.32, 0.88)
H (-1.87, -3.68, 1.18)
H (-0.29, -4.75, -0.36)
H (-1.31, -4.20, 3.21)
H (0.17, -4.97, 2.91)
H (1.54, -2.88, 3.03)
H (1.22, -3.78, 4.90)
H (0.57, -0.81, 3.14)
H (-1.68, -1.26, 4.55)
H (-2.14, -1.96, 3.18)
H (-1.22, 0.83, 3.37)
H (-1.83, 0.17, 1.83)
H (-4.72, 1.75, 3.29)



Look up the net charge of the fourth one.
0



The highest net charge belongs to which entry?
C16H28F4N6RuS



What is the formula in the sixth record?
C16H28O6



Which formula does entry 5 have?
C16H28O3